76
Properties=species:S:1:pos:R:3:forces:R:3 method="wB97M-V/def2-TZVPD" total_energy_ev=-172732.9322 max_force_ev_per_a=0.535 e_above_lowest_kcal_mol=51.5 total_charge=-2 lumo_ha=0.1284
Sc 0.253 0.166 -0.165 -0.326 -0.399 0.143
C 2.024 2.883 0.720 0.047 0.000 0.012
C 1.659 2.947 -0.753 -0.114 0.131 0.169
O 0.315 2.491 -0.794 0.140 -0.458 -0.228
C -0.356 2.626 -2.044 -0.104 0.118 0.066
C -1.799 2.366 -1.700 0.013 0.031 0.030
O -1.834 1.101 -1.028 -0.064 -0.002 -0.032
C -2.860 0.981 -0.044 0.027 0.033 0.040
C -2.318 1.450 1.285 -0.028 -0.002 -0.018
O -1.148 0.656 1.531 0.095 0.064 0.012
C -0.406 0.982 2.714 0.016 -0.027 -0.005
C 0.547 2.111 2.424 -0.004 0.006 -0.036
O 1.391 1.739 1.317 0.003 -0.005 -0.087
H 1.662 3.780 1.220 0.031 0.025 -0.016
H 3.106 2.820 0.860 -0.017 -0.048 0.006
H 2.290 2.314 -1.380 0.002 0.052 0.019
H 1.712 3.980 -1.103 0.060 -0.024 -0.057
H 0.034 1.897 -2.764 0.004 -0.012 0.006
H -0.221 3.634 -2.441 -0.003 -0.016 -0.012
H -2.433 2.329 -2.590 0.005 -0.026 0.004
H -2.161 3.141 -1.025 0.005 0.018 -0.029
H -3.118 -0.078 -0.004 0.008 0.000 0.000
H -3.735 1.570 -0.326 0.001 -0.009 0.000
H -3.039 1.278 2.089 0.007 0.004 -0.004
H -2.063 2.512 1.256 0.014 -0.003 0.001
H 0.129 0.071 2.976 0.017 0.010 0.000
H -1.093 1.269 3.515 0.007 0.012 -0.020
H 1.170 2.323 3.298 -0.028 -0.025 0.018
H 0.002 3.020 2.160 0.007 0.009 -0.007
S 0.901 -6.993 -2.552 0.008 0.033 0.011
C 0.443 -5.513 -1.949 -0.279 -0.086 0.010
S -0.044 -4.189 -2.944 0.204 0.043 0.024
C -0.296 -2.997 -1.687 -0.077 -0.018 0.076
C -0.121 -3.460 -0.431 -0.067 -0.022 -0.066
S -0.222 -2.419 1.002 -0.107 0.153 -0.104
S 0.335 -5.137 -0.279 0.194 0.058 -0.050
S -0.764 -1.386 -2.137 0.054 0.077 -0.060
C 1.167 -1.354 0.871 0.159 0.186 0.196
Ge 2.792 -1.984 1.625 -0.011 -0.053 -0.044
C 4.210 -1.713 0.268 0.028 -0.028 0.017
C 5.234 -0.777 0.395 -0.017 0.004 0.013
C 6.104 -0.515 -0.659 0.015 0.012 0.001
C 5.974 -1.201 -1.858 -0.003 0.019 -0.012
C 4.968 -2.149 -2.000 0.021 -0.024 -0.006
C 4.099 -2.395 -0.947 -0.051 -0.002 -0.008
C 3.459 -1.118 3.279 -0.015 0.023 -0.014
C 3.450 0.272 3.410 -0.057 0.003 -0.029
C 3.914 0.896 4.560 0.003 0.007 0.031
C 4.394 0.134 5.617 -0.010 0.002 -0.002
C 4.408 -1.249 5.509 -0.005 0.009 0.010
C 3.947 -1.865 4.352 0.046 -0.032 -0.041
C 2.756 -3.909 2.045 0.003 -0.023 -0.011
C 1.799 -4.384 2.946 -0.023 0.033 0.033
C 1.679 -5.738 3.222 0.005 -0.026 0.004
C 2.514 -6.652 2.594 -0.008 0.001 0.008
C 3.476 -6.201 1.703 -0.002 -0.016 -0.008
C 3.594 -4.842 1.437 0.032 0.044 0.003
H 5.347 -0.230 1.325 0.001 0.001 0.001
H 6.882 0.231 -0.545 -0.002 -0.002 0.002
H 6.646 -0.992 -2.682 -0.001 0.001 0.002
H 4.850 -2.686 -2.934 -0.003 -0.005 -0.002
H 3.294 -3.115 -1.085 0.028 0.005 0.000
H 3.051 0.877 2.603 0.022 -0.017 -0.019
H 3.889 1.977 4.635 0.007 0.003 -0.001
H 4.748 0.617 6.520 0.005 0.000 -0.002
H 4.779 -1.853 6.330 0.000 0.001 0.003
H 3.970 -2.947 4.284 -0.014 -0.007 -0.002
H 1.124 -3.684 3.428 0.018 -0.010 0.001
H 0.920 -6.082 3.915 0.001 0.000 0.000
H 2.408 -7.713 2.790 0.001 0.004 0.001
H 4.124 -6.908 1.199 0.003 0.000 -0.003
H 4.348 -4.509 0.732 -0.004 0.000 0.005
N 2.011 -0.094 -1.784 -0.016 0.084 0.201
H 1.667 -0.168 -2.734 0.034 0.036 -0.034
H 2.000 -1.041 -1.389 0.083 0.092 -0.116
H 2.980 0.211 -1.786 -0.021 -0.019 0.006